1.
ORCA calculation (ωB97M-V with the def2-TZVPD basis set) on a 4-piece molecular cluster, C5H14O3 overall in a non-equilibrium geometry.

Values from the calculation:
Orbital gap in Eh: 0.388
E_HOMO in Eh: -0.362
ΔE to the lowest compared entry with this formula, charge and spin in kcal per mole: 23.6
E_LUMO in eV: 0.71

Each line ends with the Löwdin charge.
Geometry (Å):
C 0.3711 -2.8011 0.8316  -0.013
C 0.3518 -1.9269 -0.1824  -0.175
C -0.3598 -0.6080 -0.0935  -0.212
C 0.5985 0.5613 0.0137  -0.224
C 1.2095 1.1202 -1.0369  0.033
H 0.9200 -3.7264 0.7206  0.059
H -0.0316 -2.5102 1.7944  0.065
H 0.8491 -2.2105 -1.1021  0.107
H -0.9655 -0.6306 0.8172  0.111
H -1.0360 -0.4686 -0.9339  0.104
H 0.8983 0.9656 0.9705  0.096
H 1.8657 1.9318 -0.7328  0.062
H 1.0696 0.9213 -2.0865  0.071
O 2.8452 -0.7602 1.8863  -0.055
H 2.5979 -0.3081 2.6887  0.029
H 2.1262 -1.3560 1.6305  -0.006
O -1.9426 2.0712 0.5244  -0.051
H -1.0277 1.8800 0.2900  -0.002
H -2.0131 3.0331 0.4514  0.070
O -2.4516 1.4007 -2.1618  -0.072
H -2.3912 1.5087 -1.1847  -0.005
H -3.3744 1.4089 -2.3386  0.011

2.
ORCA calculation (ωB97M-V with the def2-TZVPD basis set) on an isolated ion of composition CH5N5O3P and charge +1 in a non-equilibrium geometry.

Values from the calculation:
Orbital gap in Eh: 0.314
E_HOMO in Eh: -0.510
ΔE to the lowest compared entry with this formula, charge and spin in kcal per mole: 47.8
Total charge: +1
E_LUMO in eV: -5.34

Each line ends with the Löwdin charge.
Geometry (Å):
N 2.5187 -0.7336 0.8743  -0.093
P 1.6989 0.2199 0.0041  0.487
O 2.3009 0.4163 -1.4413  -0.078
O 1.6644 1.6743 0.6509  -0.070
N 0.0033 -0.3953 -0.0711  -0.122
N -0.3917 -1.5900 -0.2384  0.099
N -1.6872 -1.6723 -0.2574  0.195
C -2.1154 -0.4276 -0.0703  -0.398
O -3.3273 0.0536 -0.0300  0.189
N -1.0915 0.3887 0.0570  0.208
H 1.9304 -1.5061 1.1841  0.006
H 2.1553 -0.3611 -2.0088  0.114
H 1.0065 2.2709 0.2522  0.092
H -3.5485 0.2716 0.8941  0.171
H -1.1168 1.3906 0.2006  0.200

3.
ORCA calculation (ωB97M-V with the def2-TZVPD basis set) on an isolated molecule of C5H9N.

Values from the calculation:
Orbital gap in Eh: 0.382
E_HOMO in Eh: -0.333
ΔE to the lowest compared entry with this formula, charge and spin in kcal per mole: 50.0
E_LUMO in eV: 1.33

Each line ends with the Löwdin charge.
Geometry (Å):
C -1.7187 0.9450 -0.0192  -0.108
C -1.6998 -0.5577 0.0378  -0.113
C -0.4777 0.2222 0.4116  -0.343
N 0.6149 0.1943 -0.5244  -0.090
C 1.5380 -0.9190 -0.4302  -0.143
C 1.9443 0.4436 -0.0058  -0.143
H -1.6759 1.3997 -1.0037  0.101
H -2.2989 1.4917 0.7183  0.094
H -2.2492 -1.0579 0.8292  0.095
H -1.6605 -1.0992 -0.9024  0.103
H -0.2101 0.2551 1.4723  0.141
H 1.3731 -1.6571 0.3528  0.107
H 1.8749 -1.3256 -1.3807  0.099
H 2.5995 1.0542 -0.6223  0.098
H 2.0461 0.6109 1.0668  0.102

4.
ORCA calculation (ωB97M-V with the def2-TZVPD basis set) on a 2-piece molecular cluster, C4H13N3O2 overall in a non-equilibrium geometry.

Values from the calculation:
Orbital gap in Eh: 0.365
E_HOMO in Eh: -0.335
ΔE to the lowest compared entry with this formula, charge and spin in kcal per mole: 58.3
E_LUMO in eV: 0.82

Each line ends with the Löwdin charge.
Geometry (Å):
N -2.8984 -0.0235 -1.0973  -0.019
O -2.5129 -0.5118 0.1884  -0.193
C -1.5136 0.4591 1.0024  -0.607
N -1.3442 1.5983 0.2644  0.132
O -1.5826 0.4021 2.2018  0.044
H -2.8272 -0.8179 -1.7331  0.080
H -3.8863 0.2231 -1.0308  0.087
H -1.6640 1.5125 -0.7013  0.077
H -1.0862 2.4043 0.8154  0.113
C 2.0478 -1.2448 -0.8852  -0.071
C 1.1996 -0.1508 -0.2347  -0.467
C 2.0128 0.6997 0.7348  -0.058
N 0.0445 -0.7157 0.4745  0.059
H 2.4530 -1.9202 -0.1300  0.078
H 2.8856 -0.8012 -1.4211  0.075
H 1.4607 -1.8258 -1.5963  0.072
H 0.7871 0.4929 -1.0194  0.129
H 2.7735 1.2635 0.1969  0.080
H 1.3650 1.3954 1.2649  0.069
H 2.5101 0.0681 1.4726  0.082
H -0.5400 -1.3320 -0.1057  0.114
H 0.3156 -1.1753 1.3385  0.123

5.
ORCA calculation (ωB97M-V with the def2-TZVPD basis set) on a 2-piece molecular cluster, C5H14 overall in a non-equilibrium geometry.

Values from the calculation:
Orbital gap (spin up / spin down) in Eh: 0.488 / 0.166
E_HOMO (spin up / spin down) in Eh: -0.591 / -0.561
Spin multiplicity: 2
ΔE to the lowest compared entry with this formula, charge and spin in kcal per mole: 16.8
Total charge: +1
E_LUMO (spin up / spin down) in eV: -2.80 / -10.74

Each line ends with the Löwdin charge.
Geometry (Å):
C -2.0190 0.7036 -0.3909  -0.055
C -2.8643 -0.3969 -0.9527  -0.082
H -1.0602 0.1307 -0.2166  0.098
H -1.6422 1.5123 -1.0346  0.115
H -2.3767 1.1550 0.5312  0.102
H -3.4048 0.0472 -1.8112  0.127
H -3.6556 -0.7022 -0.2710  0.093
H -2.3564 -1.2790 -1.3571  0.102
C 1.8855 -0.5987 0.8051  -0.277
C 1.4153 -0.6052 -0.6137  -0.037
C 2.0229 0.7842 1.3626  -0.093
H 1.1648 -1.2188 1.3876  0.141
H 2.8504 -1.1451 0.8774  0.160
H 2.1217 -0.0622 -1.2422  0.114
H 2.2099 1.6314 0.6769  0.096
H 1.1536 1.1780 1.9031  0.098
H 0.3379 -0.3359 -0.7187  0.081
H 1.3092 -1.6598 -0.9360  0.128
H 2.9083 0.8613 2.0010  0.088

6.
ORCA calculation (ωB97M-V with the def2-TZVPD basis set) on a 2-piece molecular cluster, CH3O3S overall in a non-equilibrium geometry.

Values from the calculation:
Orbital gap (spin up / spin down) in Eh: 0.256 / 0.256
E_HOMO (spin up / spin down) in Eh: -0.116 / -0.116
ΔE to the lowest compared entry with this formula, charge and spin in kcal per mole: 130.5
Total charge: -1
E_LUMO (spin up / spin down) in eV: 3.81 / 3.81

Each line ends with the Löwdin charge.
Geometry (Å):
C 0.5492 -0.8926 -0.8120  -0.367
O -2.0440 0.0664 -0.4922  -0.463
O -0.4218 0.3021 1.3445  -0.476
O 0.9487 -1.4862 0.2534  -0.186
S -0.6574 0.3371 -0.1101  0.470
H 1.4979 0.9614 -0.7883  -0.041
H 0.6250 -0.9777 1.0598  0.050
H -0.4977 1.6894 -0.4550  0.012

7.
ORCA calculation (ωB97M-V with the def2-TZVPD basis set) on a 2-piece molecular cluster, C6H13NO overall in a non-equilibrium geometry.

Values from the calculation:
Orbital gap in Eh: 0.385
E_HOMO in Eh: -0.348
ΔE to the lowest compared entry with this formula, charge and spin in kcal per mole: 45.2
E_LUMO in eV: 1.00

Each line ends with the Löwdin charge.
Geometry (Å):
C 1.2719 1.7592 0.0331  -0.033
N 0.6013 0.7068 0.1302  -0.017
C 1.1798 -0.5035 0.7928  -0.456
C 1.2764 -1.6356 -0.2229  -0.061
C 0.3159 -0.8914 1.9871  -0.069
H 2.2981 1.8685 0.3988  0.076
H 0.8834 2.5912 -0.5383  0.064
H 2.1926 -0.2564 1.1543  0.123
H 0.2865 -1.8987 -0.5854  0.075
H 1.9134 -1.3465 -1.0559  0.078
H 1.7057 -2.5164 0.2511  0.077
H 0.7480 -1.7472 2.5017  0.078
H 0.2416 -0.0644 2.6899  0.076
H -0.6863 -1.1422 1.6500  0.070
C -2.2369 0.3203 -0.8499  -0.072
C -1.7388 1.2199 -1.9309  -0.334
O -1.4510 0.8418 -3.0489  0.022
H -1.4389 0.2927 -0.1001  0.033
H -2.4979 -0.6561 -1.2507  0.083
H -3.0761 0.7546 -0.3103  0.076
H -1.7887 2.3033 -1.6958  0.113